# 1
38
Properties=species:S:1:pos:R:3:forces:R:3 method="wB97M-V/def2-TZVPD" smiles="O=S(=O)(Nc1ccc(N2CCOCC2)nn1)c1ccccc1" relative_energy_ev=3.8572 lumo_ha=0.018 homo_lumo_gap_ev=8.78 e_tot_ev=-37713.974 homo_energy_ev=-8.274 fmax_ev_per_a=1.3
O -3.606295 -1.355801 -1.577238 0.385 0.084 0.010
S -3.824709 -0.669641 -0.341720 -0.113 0.064 0.428
O -5.164085 -0.398284 0.078471 0.133 0.174 0.270
N -3.112689 -1.590121 0.899712 -0.926 0.202 -0.600
C -1.722006 -1.620937 0.799356 1.156 -0.434 -0.317
C -1.111782 -2.277963 -0.282874 0.220 0.150 0.420
C 0.246956 -2.165361 -0.399720 -0.057 0.185 0.147
C 0.927204 -1.384923 0.566325 -0.636 -0.357 -0.123
N 2.278013 -1.172109 0.544056 0.368 -0.106 0.116
C 3.059381 -1.395251 -0.650280 -0.091 0.152 -0.117
C 2.870157 -0.196910 -1.606685 0.097 -0.112 -0.134
O 2.450033 0.945889 -0.892458 -0.177 0.058 -0.066
C 3.146341 1.100991 0.324159 0.160 0.036 0.118
C 2.805159 -0.051936 1.301314 0.006 0.195 0.112
N 0.268916 -0.872134 1.606981 0.816 0.016 0.030
N -1.020405 -0.983740 1.716672 -1.140 -0.027 -0.063
C -2.810773 0.802781 -0.270737 -0.414 -0.460 -0.183
C -1.665724 0.866103 -1.040434 0.070 0.000 -0.202
C -0.769752 1.902121 -0.833664 -0.015 -0.032 -0.009
C -1.042498 2.861941 0.128674 0.024 0.019 -0.015
C -2.207746 2.801518 0.876820 -0.048 -0.063 0.032
C -3.094725 1.754702 0.687071 -0.135 0.109 0.091
H -3.419821 -1.247009 1.800622 -0.077 0.120 0.129
H -1.717379 -2.823976 -0.986542 0.003 -0.102 -0.070
H 0.765961 -2.654708 -1.208160 0.041 -0.011 -0.063
H 2.790187 -2.332186 -1.133819 0.104 0.002 0.002
H 4.104884 -1.469403 -0.335548 -0.094 -0.068 -0.051
H 3.807732 0.012631 -2.144442 -0.113 -0.049 0.012
H 2.079175 -0.390081 -2.334573 0.088 -0.027 -0.004
H 4.228383 1.141778 0.129311 -0.071 0.050 0.029
H 2.825359 2.061161 0.728377 0.120 -0.048 0.037
H 2.037970 0.245092 2.014547 0.266 0.020 -0.039
H 3.701356 -0.375848 1.839628 -0.047 0.071 0.024
H -1.494154 0.103236 -1.783462 0.097 -0.027 -0.092
H 0.148431 1.946173 -1.398766 0.062 0.000 -0.058
H -0.338517 3.663065 0.296837 0.057 0.087 0.012
H -2.416147 3.556474 1.619439 -0.029 0.058 0.058
H -4.002373 1.662684 1.262740 -0.087 0.071 0.128



# 2
11
Properties=species:S:1:pos:R:3:forces:R:3 method="wB97M-V/def2-TZVPD" smiles=c1ccncc1 relative_energy_ev=1.9452 lumo_ha=0.026 homo_lumo_gap_ev=9.44 e_tot_ev=-6753.963 homo_energy_ev=-8.743 fmax_ev_per_a=3.2
C 0.355252 -0.830196 -0.700361 -0.243 -0.269 -0.050
C -0.110516 0.346878 -1.240226 -0.042 -0.723 -0.148
C -0.371282 1.372644 -0.341970 1.212 -0.911 0.044
N -0.689905 1.187928 0.946728 0.707 -0.124 -0.323
C -0.529616 -0.062881 1.393400 0.038 -0.142 -0.017
C 0.177243 -1.025601 0.665243 -0.203 -0.136 0.032
H 0.959895 -1.481409 -1.320246 -0.265 -0.332 0.113
H -0.012512 0.643278 -2.278889 0.342 -0.309 0.026
H 0.439579 1.999934 -0.703781 -1.333 2.840 0.466
H -0.836198 -0.269507 2.417966 0.022 0.126 -0.165
H 0.618059 -1.881070 1.162136 -0.233 -0.020 0.023



# 3
17
Properties=species:S:1:pos:R:3:forces:R:3 method="wB97M-V/def2-TZVPD" relative_energy_ev=4.8436 lumo_ha="0.016 / 0.017" homo_lumo_gap_ev="8.25 / 8.46" e_tot_ev=-8426.397 homo_energy_ev="-7.810 / -8.006" fmax_ev_per_a=5.0
C 1.580338 -1.475855 -0.742825 1.101 3.226 -0.991
C 0.266464 -1.348200 -0.036743 2.388 -4.280 -0.797
C -1.025832 -0.413159 1.307340 -2.111 0.615 1.313
C -0.661334 -0.254293 -0.094943 0.788 0.823 0.275
C 0.074760 1.110826 -0.208518 -0.739 -0.491 -1.191
C -0.943959 2.162555 0.002561 -1.607 2.743 1.026
O -2.069488 2.297368 -0.440534 0.821 -1.388 -0.513
H 2.491278 -1.260828 -0.167974 -0.198 -0.149 0.433
H 1.574386 -0.643323 -1.455518 0.290 0.371 -0.051
H 1.910986 -2.228595 -1.449155 -0.944 -1.306 0.437
H 0.171791 -2.311310 0.491165 -1.536 0.625 -0.200
H -2.090858 -0.581544 1.484466 0.406 -0.473 0.421
H -0.386740 -0.252897 2.165805 0.163 0.279 -0.403
H -1.493314 -0.330820 -0.809526 0.136 0.164 0.288
H 0.422370 1.280133 -1.237994 0.363 -0.118 0.203
H 0.885689 1.225354 0.518983 -0.151 -0.181 -0.284
H -0.706540 3.024587 0.673409 0.830 -0.461 0.037